1.
C18H22FNO5 | ωB97M-V/def2-TZVPD

Geometry (Å):
O1 -3.18 1.08 3.41
O2 -1.04 -1.45 0.35
F1 -6.93 -0.21 -1.72
O3 0.65 -0.30 -0.70
O4 4.30 0.09 -2.19
O5 3.31 -1.40 -0.75
C1 -2.23 0.56 2.82
C2 -0.24 -0.51 0.32
C3 -4.54 0.10 -1.68
C4 -5.94 1.09 0.05
C5 -3.40 0.63 -1.06
C6 -4.84 1.66 0.65
C7 -5.82 0.29 -1.12
C8 -3.55 1.40 0.10
N1 -1.69 1.04 1.61
C9 -2.35 2.05 0.81
C10 5.67 -1.71 -1.37
C11 4.83 0.22 0.13
C12 1.00 -1.41 -1.53
C13 2.95 -0.11 -2.63
C14 -1.22 -0.27 3.58
C15 2.50 -1.39 -1.93
C16 4.54 -0.71 -1.03
C17 0.08 0.02 2.78
C18 -0.34 0.55 1.38
H1 -4.48 -0.58 -2.54
H2 -6.92 1.33 0.49
H3 -2.40 0.36 -1.40
H4 -4.95 2.32 1.48
H5 -1.73 2.53 0.04
H6 -2.66 2.86 1.44
H7 6.52 -1.17 -1.78
H8 6.03 -2.21 -0.49
H9 5.27 -2.46 -2.08
H10 5.71 0.81 -0.09
H11 4.99 -0.33 1.08
H12 4.00 0.91 0.31
H13 0.84 -2.35 -1.00
H14 0.36 -1.48 -2.44
H15 2.31 0.73 -2.36
H16 2.88 -0.22 -3.72
H17 -1.54 -1.30 3.53
H18 -1.16 0.00 4.63
H19 2.77 -2.27 -2.54
H20 0.68 0.75 3.32
H21 0.65 -0.91 2.75
H22 0.30 1.39 1.06

Charge: 0
Energy relative to the best compared isomer or geometry (same formula, charge and spin) (kcal per mole): 11.12
Max |F| (hartree/bohr): 0.071
Electronic energy (eV): -33467.7619
E_LUMO (eV): 0.54
HOMO (eV): -8.8

***

2.
CHClF2O2S | ωB97M-V/def2-TZVPD

Geometry (Å):
C1 -1.18 -0.21 0.00
O1 1.16 1.20 -0.44
O2 2.99 -0.27 -0.19
F1 -1.88 0.58 0.85
F2 -0.27 -0.79 0.72
S1 2.27 0.79 0.43
Cl1 -2.31 -1.60 -0.51
H1 -0.79 0.29 -0.85

Charge: 0
Energy relative to the best compared isomer or geometry (same formula, charge and spin) (kcal per mole): 0.00
Max |F| (hartree/bohr): 0.155
Electronic energy (eV): -33936.3029
E_LUMO (spin up / spin down) (eV): 0.79 / -5.34
HOMO (spin up / spin down) (eV): -8.8 / -11.6
2S+1: 3

***

3.
C12H21I2NPdSSb | ωB97M-V/def2-TZVPD

Geometry (Å):
Pd1 -0.56 0.22 -0.54
S1 -1.70 -1.79 -0.46
C1 -2.06 -1.20 1.17
C2 -2.83 -1.87 2.12
C3 -2.97 -1.29 3.37
C4 -2.35 -0.07 3.64
C5 -1.60 0.53 2.64
N1 -1.47 -0.03 1.44
H1 -3.29 -2.81 1.87
H2 -3.55 -1.78 4.13
H3 -2.43 0.40 4.60
H4 -1.11 1.48 2.80
I1 0.62 2.62 -0.41
C6 2.56 1.91 0.10
I2 2.68 -0.19 0.14
H5 2.77 2.28 1.10
H6 3.26 2.30 -0.63
C7 0.83 -2.47 -3.42
C8 -0.51 -1.87 -3.83
Sb1 -0.73 0.08 -3.02
C9 -2.61 0.81 -3.68
C10 -3.03 0.29 -5.06
C11 0.76 1.20 -4.06
C12 0.81 0.94 -5.56
H7 0.94 -3.47 -3.85
H8 0.91 -2.56 -2.34
H9 1.67 -1.87 -3.77
H10 -1.35 -2.47 -3.48
H11 -0.61 -1.76 -4.91
H12 -2.54 1.90 -3.67
H13 -3.32 0.52 -2.91
H14 -2.33 0.59 -5.84
H15 -4.01 0.68 -5.32
H16 -3.10 -0.80 -5.06
H17 1.71 0.95 -3.57
H18 0.57 2.26 -3.84
H19 0.98 -0.11 -5.78
H20 1.63 1.51 -6.01
H21 -0.11 1.25 -6.05

Charge: +1
Energy relative to the best compared isomer or geometry (same formula, charge and spin) (kcal per mole): 0.00
Max |F| (hartree/bohr): 0.017
Electronic energy (eV): -51323.0970
E_LUMO (eV): -3.84
HOMO (eV): -11.2

***

4.
C3H5F3O3 | ωB97M-V/def2-TZVPD

Geometry (Å):
C1 2.73 0.16 -0.32
C2 0.45 -0.39 0.13
C3 -2.91 0.81 -0.57
O1 -0.39 -1.38 0.25
O2 0.21 0.74 0.47
O3 1.61 -0.72 -0.41
F1 -3.19 -0.38 -0.96
F2 -2.00 0.29 1.41
F3 -4.07 1.25 -0.04
H1 3.35 0.17 -1.25
H2 3.39 -0.11 0.55
H3 2.24 1.14 -0.04
H4 -0.25 -2.16 -0.24
H5 -1.18 0.59 1.02

Charge: 0
Energy relative to the best compared isomer or geometry (same formula, charge and spin) (kcal per mole): 11.46
Max |F| (hartree/bohr): 0.046
Electronic energy (eV): -17484.7704
E_LUMO (eV): 0.37
HOMO (eV): -10.2

***

5.
C21H45N2O30S7 | ωB97M-V/def2-TZVPD

Geometry (Å):
C1 -5.96 0.81 0.37
C2 -4.79 0.02 1.05
O1 -3.68 0.89 1.12
C3 -4.52 -1.31 0.28
O2 -3.13 -1.60 0.10
C4 -2.47 -1.89 1.29
C5 -1.15 -1.07 1.23
N1 -0.17 -1.45 2.30
C6 -0.74 -2.32 3.36
C7 -1.50 -3.55 2.76
N2 -2.05 -3.29 1.41
H1 -6.49 1.38 1.15
H2 -6.66 0.14 -0.15
H3 -5.50 1.52 -0.33
H4 -5.17 -0.24 2.06
H5 -3.12 0.81 0.32
H6 -5.06 -2.18 0.71
H7 -4.95 -1.19 -0.73
H8 -3.06 -1.66 2.20
H9 -1.41 0.00 1.21
H10 -0.72 -1.32 0.25
H11 0.65 -1.87 1.84
H12 0.13 -0.58 2.75
H13 -1.46 -1.74 3.96
H14 0.06 -2.65 4.02
H15 -2.32 -3.76 3.48
H16 -0.78 -4.38 2.75
H17 -2.84 -3.93 1.32
C8 0.88 -0.42 -2.77
C9 0.18 -0.03 -4.05
O3 -0.95 0.74 -3.62
S1 -0.57 1.55 -2.29
O4 -0.21 2.87 -2.64
O5 -1.55 1.26 -1.29
O6 0.76 0.74 -1.92
H18 0.37 -1.26 -2.29
H19 1.92 -0.67 -2.91
H20 -0.14 -0.89 -4.63
H21 0.81 0.61 -4.67
C10 4.35 -0.54 -0.62
C11 5.35 -1.65 -0.42
O7 4.71 -2.54 0.51
S2 3.13 -2.51 0.26
O8 2.77 -3.61 -0.55
O9 2.47 -2.25 1.51
O10 3.07 -1.19 -0.63
H22 4.37 0.17 0.22
H23 4.51 0.00 -1.55
H24 6.30 -1.29 -0.02
H25 5.53 -2.19 -1.34
C12 6.18 -2.66 -4.85
C13 5.64 -2.28 -6.21
O11 4.50 -1.45 -5.93
S3 4.76 -0.63 -4.58
O12 5.22 0.67 -4.92
O13 3.67 -0.84 -3.70
O14 6.02 -1.48 -4.05
H26 5.59 -3.46 -4.40
H27 7.23 -2.95 -4.88
H28 5.35 -3.14 -6.80
H29 6.36 -1.68 -6.77
C14 -6.56 0.06 5.53
C15 -5.57 -1.08 5.60
O15 -6.06 -1.93 6.63
S4 -7.67 -1.87 6.65
O16 -8.18 -2.97 5.93
O17 -8.09 -1.57 7.97
O18 -7.84 -0.55 5.74
H30 -6.39 0.78 6.33
H31 -6.54 0.57 4.57
H32 -4.56 -0.74 5.83
H33 -5.55 -1.65 4.66
C16 -1.35 3.72 4.94
C17 -1.68 2.24 5.09
O19 -3.00 2.11 4.57
S5 -3.23 3.18 3.38
O20 -3.02 2.53 2.14
O21 -4.40 3.92 3.66
O22 -1.94 4.11 3.70
H34 -1.81 4.31 5.74
H35 -0.28 3.90 4.93
H36 -1.63 1.91 6.12
H37 -1.01 1.63 4.47
C18 2.26 0.78 -8.68
C19 1.58 -0.52 -9.05
O23 2.45 -1.13 -10.01
S6 3.97 -0.74 -9.69
O24 4.56 -1.80 -8.95
O25 4.56 -0.20 -10.85
O26 3.66 0.47 -8.66
H38 2.10 1.54 -9.44
H39 1.94 1.16 -7.72
H40 0.59 -0.37 -9.47
H41 1.52 -1.19 -8.19
C20 3.16 5.47 3.79
C21 2.30 4.39 3.17
O27 3.22 3.57 2.44
S7 4.64 3.55 3.21
O28 4.70 2.38 4.01
O29 5.65 3.90 2.28
O30 4.36 4.81 4.18
H42 3.41 6.25 3.06
H43 2.68 5.93 4.65
H44 1.54 4.79 2.50
H45 1.83 3.77 3.93

Charge: +1
Max |F| (hartree/bohr): 0.061
Electronic energy (eV): -162744.4347
E_LUMO (eV): -2.84
HOMO (eV): -12.4

***

6.
C38H42FN2OP2S2SiTi | ωB97M-V/def2-TZVPD

Geometry (Å):
Ti1 0.82 0.03 -0.43
S1 0.95 0.32 -3.06
P1 -0.60 1.52 -2.43
C1 -0.97 1.07 -0.84
P2 -2.28 1.56 0.21
S2 2.26 1.65 -0.19
C2 -3.89 1.59 -0.72
C3 -4.72 0.48 -0.55
C4 -5.91 0.35 -1.24
C5 -6.32 1.35 -2.11
C6 -5.53 2.48 -2.26
C7 -4.34 2.59 -1.57
C8 -2.07 3.36 0.52
C9 -3.10 4.19 0.96
C10 -2.86 5.52 1.25
C11 -1.58 6.05 1.12
C12 -0.54 5.22 0.71
C13 -0.78 3.89 0.42
C14 -0.19 3.25 -2.83
C15 -1.20 4.20 -2.99
C16 -0.89 5.53 -3.17
C17 0.44 5.94 -3.18
C18 1.45 5.01 -3.02
C19 1.14 3.66 -2.85
C20 -1.99 1.13 -3.57
C21 -2.80 0.05 -3.25
C22 -3.80 -0.37 -4.11
C23 -3.99 0.28 -5.32
C24 -3.17 1.34 -5.66
C25 -2.17 1.76 -4.80
H1 -4.40 -0.30 0.13
H2 -6.53 -0.53 -1.09
H3 -7.25 1.25 -2.65
H4 -5.84 3.27 -2.93
H5 -3.75 3.49 -1.69
H6 -4.10 3.79 1.08
H7 -3.68 6.15 1.58
H8 -1.40 7.09 1.34
H9 0.46 5.61 0.62
H10 0.03 3.25 0.12
H11 -2.23 3.89 -2.97
H12 -1.69 6.26 -3.29
H13 0.68 6.99 -3.31
H14 2.48 5.32 -3.02
H15 1.92 2.93 -2.71
H16 -2.65 -0.44 -2.30
H17 -4.44 -1.20 -3.82
H18 -4.78 -0.04 -5.99
H19 -3.31 1.85 -6.61
H20 -1.53 2.58 -5.09
C26 3.03 -3.81 0.50
Si1 3.31 -1.94 0.44
C27 3.58 -1.53 -1.37
C28 4.94 -1.54 1.29
N1 1.93 -1.08 1.04
C29 1.60 -1.13 2.35
C30 2.22 -1.84 3.39
C31 1.76 -1.75 4.70
C32 0.66 -0.98 5.03
C33 -0.01 -0.28 4.03
C34 0.48 -0.39 2.75
F1 -0.17 0.24 1.72
H21 3.62 -4.30 -0.28
H22 1.98 -4.03 0.31
H23 3.30 -4.27 1.45
H24 4.52 -2.01 -1.66
H25 3.67 -0.45 -1.55
H26 2.81 -1.90 -2.05
H27 5.74 -2.05 0.75
H28 5.01 -1.82 2.33
H29 5.12 -0.46 1.22
H30 3.07 -2.47 3.18
H31 2.27 -2.31 5.47
H32 0.31 -0.91 6.06
H33 -0.88 0.34 4.21
C35 -1.99 -2.47 0.55
N2 -1.86 -2.89 -0.85
C36 -2.66 -4.05 -1.24
C37 -0.72 -2.56 -1.50
C38 -0.43 -3.03 -2.90
O1 0.09 -1.80 -0.95
H34 -3.04 -2.53 0.82
H35 -1.65 -1.43 0.65
H36 -1.39 -3.12 1.20
H37 -3.54 -4.07 -0.61
H38 -2.09 -4.98 -1.10
H39 -2.98 -3.97 -2.28
H40 -1.25 -3.54 -3.39
H41 0.44 -3.69 -2.86
H42 -0.15 -2.13 -3.44

Charge: -1
Energy relative to the best compared isomer or geometry (same formula, charge and spin) (kcal per mole): 31.74
Max |F| (hartree/bohr): 0.055
Electronic energy (eV): -119079.8990
E_LUMO (spin up / spin down) (eV): 2.19 / 2.19
HOMO (spin up / spin down) (eV): -3.7 / -3.7

***

Question: What is the max |F| in the fifth record?
Answer: 0.061 hartree/bohr